Density functional theory data (the ωB97M-V functional and the def2-TZVPD basis) for C8H10INS in the gas phase.

Structure (XYZ):
```
21
C8H10INS the ωB97M-V functional and the def2-TZVPD basis
I -4.54 0.97 0.01
S -3.05 -2.73 -1.42
N -1.62 0.37 -0.24
C 0.60 1.22 -0.26
C 3.09 1.71 -0.39
C -2.84 -1.73 1.19
C -0.54 0.64 -0.86
C 1.78 1.18 -0.87
C -2.80 -0.05 -0.80
C -2.98 -1.64 -0.26
C -2.82 -2.93 1.83
H -3.09 -0.24 -1.91
H 3.24 2.62 -0.74
H 3.81 0.94 -0.70
H -2.87 -3.95 1.49
H -2.75 -0.84 1.66
H -2.85 -3.02 2.87
H 3.28 1.79 0.74
H 1.72 0.72 -1.74
H 0.53 1.66 0.65
H -0.61 0.33 -2.00
```

Properties
Maximum force: 5.64 eV/A
Structure (SMILES): C=CC(=S)[C@@H](I)/N=C/C=C/C
E_HOMO: -8.3 eV
Frontier orbital gap: 0.2776 Eh
Charge: 0